{"formula": "C47H96F18N6O15P2S6", "method": "the ωB97M-V functional and the def2-TZVPD basis", "total_charge": 2, "multiplicity": 1, "orbital_gap_ev": 8.72, "species": ["C", "C", "C", "C", "P", "C", "C", "C", "C", "C", "C", "C", "C", "C", "C", "C", "C", "H", "H", "H", "H", "H", "H", "H", "H", "H", "H", "H", "H", "H", "H", "H", "H", "H", "H", "H", "H", "H", "H", "H", "H", "H", "H", "H", "H", "H", "H", "H", "H", "H", "H", "H", "H", "C", "C", "C", "C", "P", "C", "C", "C", "C", "C", "C", "C", "C", "C", "C", "C", "C", "H", "H", "H", "H", "H", "H", "H", "H", "H", "H", "H", "H", "H", "H", "H", "H", "H", "H", "H", "H", "H", "H", "H", "H", "H", "H", "H", "H", "H", "H", "H", "H", "H", "H", "H", "H", "C", "C", "O", "N", "H", "H", "C", "H", "H", "H", "H", "H", "H", "C", "C", "O", "N", "H", "H", "C", "H", "H", "H", "H", "H", "H", "C", "C", "O", "N", "H", "H", "C", "H", "H", "H", "H", "H", "H", "C", "F", "F", "F", "S", "O", "O", "N", "S", "O", "O", "C", "F", "F", "F", "C", "F", "F", "F", "S", "O", "O", "N", "S", "O", "O", "C", "F", "F", "F", "C", "F", "F", "F", "S", "O", "O", "N", "S", "O", "O", "C", "F", "F", "F"], "positions_angstrom": [[-2.647, 8.810, 0.643], [-3.848, 8.282, -0.125], [-4.303, 6.916, 0.370], [-5.385, 6.240, -0.461], [-5.059, 4.447, -0.701], [-3.393, 4.123, -1.416], [-3.181, 4.830, -2.761], [-1.745, 4.666, -3.303], [-0.696, 4.949, -2.228], [-4.893, 3.829, 0.998], [-4.679, 2.310, 0.988], [-4.216, 1.674, 2.395], [-5.108, 2.239, 3.547], [-6.423, 3.778, -1.574], [-7.841, 3.794, -1.010], [-8.522, 2.419, -0.856], [-9.969, 2.496, -1.392], [-2.212, 9.695, 0.189], [-1.941, 7.970, 0.718], [-3.028, 8.977, 1.656], [-3.556, 8.236, -1.191], [-4.688, 9.018, -0.139], [-4.466, 6.910, 1.439], [-3.428, 6.322, 0.185], [-5.298, 6.617, -1.486], [-6.414, 6.395, -0.111], [-3.402, 3.026, -1.643], [-2.678, 4.342, -0.665], [-3.371, 5.912, -2.620], [-3.916, 4.450, -3.461], [-1.660, 5.432, -4.110], [-1.468, 3.669, -3.692], [-0.431, 4.100, -1.610], [-1.070, 5.713, -1.573], [0.274, 5.246, -2.636], [-5.861, 4.042, 1.500], [-4.074, 4.317, 1.542], [-3.924, 2.006, 0.280], [-5.666, 1.917, 0.618], [-3.105, 1.866, 2.487], [-4.322, 0.602, 2.376], [-4.678, 2.121, 4.559], [-6.140, 1.948, 3.501], [-5.086, 3.309, 3.463], [-5.981, 2.809, -1.954], [-6.433, 4.388, -2.470], [-8.407, 4.436, -1.692], [-7.905, 4.199, -0.029], [-8.440, 2.164, 0.240], [-8.016, 1.650, -1.458], [-10.595, 3.220, -0.879], [-10.448, 1.510, -1.499], [-9.895, 2.883, -2.423], [4.239, -5.227, 0.608], [4.352, -5.976, 1.907], [4.856, -5.063, 3.035], [6.120, -4.232, 2.679], [6.446, -2.829, 3.729], [6.647, -3.454, 5.461], [7.686, -4.651, 5.461], [8.128, -4.977, 6.923], [9.058, -3.937, 7.615], [8.004, -2.058, 3.167], [8.511, -0.901, 4.039], [9.631, -1.264, 5.039], [10.143, -0.052, 5.802], [5.081, -1.657, 3.641], [4.791, -1.187, 2.179], [3.757, -0.094, 2.137], [4.179, 1.180, 2.748], [3.726, -4.248, 0.744], [3.568, -5.787, -0.067], [5.126, -5.006, 0.105], [5.118, -6.765, 1.848], [3.479, -6.567, 2.230], [4.853, -5.591, 3.958], [4.125, -4.288, 3.211], [6.122, -3.959, 1.599], [7.046, -4.854, 2.782], [5.653, -3.623, 5.951], [7.036, -2.591, 6.003], [8.525, -4.419, 4.817], [7.174, -5.506, 5.023], [8.558, -5.988, 6.954], [7.218, -5.087, 7.479], [9.965, -3.696, 7.118], [9.404, -4.382, 8.554], [8.549, -3.000, 7.865], [7.836, -1.766, 2.125], [8.845, -2.823, 3.220], [7.681, -0.484, 4.548], [8.900, -0.067, 3.395], [10.413, -1.815, 4.535], [9.255, -1.922, 5.844], [10.863, -0.196, 6.640], [9.339, 0.580, 6.229], [10.654, 0.614, 5.131], [5.311, -0.863, 4.361], [4.225, -2.278, 3.907], [4.398, -2.068, 1.659], [5.733, -0.887, 1.656], [2.794, -0.516, 2.648], [3.435, 0.110, 1.112], [4.604, 1.019, 3.793], [3.382, 1.884, 2.799], [5.019, 1.565, 2.221], [-5.716, -3.367, -2.618], [-5.230, -4.741, -2.311], [-5.580, -5.608, -1.602], [-4.023, -5.135, -3.220], [-3.150, -4.691, -2.764], [-3.881, -6.146, -3.105], [-4.384, -4.912, -4.632], [-5.020, -2.590, -2.960], [-6.323, -2.942, -1.862], [-6.383, -3.531, -3.504], [-4.526, -3.877, -4.965], [-5.176, -5.598, -4.829], [-3.501, -5.215, -5.185], [2.041, -1.734, -5.369], [1.287, -0.502, -5.636], [0.637, -0.166, -6.544], [1.446, 0.431, -4.374], [0.998, -0.133, -3.605], [2.458, 0.611, -4.237], [0.670, 1.714, -4.666], [2.187, -1.763, -4.349], [3.057, -1.807, -5.922], [1.488, -2.558, -5.757], [-0.353, 1.391, -4.558], [0.939, 2.115, -5.636], [0.916, 2.446, -3.913], [-1.544, -4.411, 5.053], [-2.200, -3.150, 4.667], [-1.882, -2.019, 4.907], [-3.471, -3.338, 3.836], [-3.166, -2.799, 2.985], [-3.547, -4.270, 3.525], [-4.704, -2.721, 4.363], [-0.685, -4.253, 5.696], [-1.150, -5.019, 4.259], [-2.296, -5.039, 5.584], [-4.495, -1.753, 4.797], [-5.098, -3.409, 5.171], [-5.389, -2.664, 3.481], [-1.754, -1.698, -2.857], [-1.275, -0.890, -3.741], [-3.057, -1.643, -2.808], [-1.490, -2.947, -3.317], [-0.814, -1.631, -1.238], [0.521, -1.650, -1.752], [-1.189, -0.612, -0.368], [-1.356, -3.137, -0.797], [-1.690, -3.766, 0.591], [-1.896, -2.883, 1.759], [-2.604, -4.839, 0.469], [-0.048, -4.521, 1.190], [0.677, -3.383, 1.507], [0.006, -5.334, 2.283], [0.568, -5.115, 0.186], [-3.059, 1.395, -5.860], [-2.473, 2.531, -5.893], [-3.752, 1.288, -6.948], [-2.201, 0.368, -5.983], [-4.090, 1.142, -4.315], [-4.783, -0.130, -4.332], [-3.213, 1.220, -3.195], [-4.935, 2.545, -4.275], [-6.253, 2.780, -5.181], [-6.537, 1.635, -6.042], [-7.317, 3.226, -4.296], [-5.923, 4.348, -6.095], [-7.011, 4.829, -6.673], [-5.534, 5.237, -5.186], [-4.936, 4.170, -7.041], [6.630, -0.239, -4.206], [6.020, -1.382, -3.915], [7.210, 0.329, -3.231], [7.566, -0.585, -5.165], [5.311, 0.860, -4.976], [5.895, 2.060, -5.407], [4.623, -0.025, -5.893], [4.091, 0.948, -3.822], [4.150, 2.205, -2.888], [5.314, 2.923, -2.951], [2.867, 2.832, -2.865], [4.171, 1.400, -1.209], [2.969, 0.838, -1.002], [5.140, 0.537, -0.911], [4.290, 2.339, -0.242]], "atomic_forces_ev_per_a": [[-0.8, -1.0, 0.7], [-0.8, 1.2, -1.2], [0.6, 0.1, -0.7], [0.1, -0.3, -0.6], [1.0, 1.4, 2.0], [-2.0, -1.1, -1.7], [0.4, 0.3, 0.4], [0.4, 0.3, -0.2], [0.4, 0.1, -0.3], [-0.5, -0.7, 0.3], [-0.7, -1.0, 1.0], [-0.6, 1.4, -0.6], [2.0, 0.4, 0.1], [1.1, -1.2, -1.0], [-0.1, -0.7, -0.5], [-0.3, -0.1, 0.2], [0.5, -0.1, -0.7], [0.1, 0.0, 0.2], [0.3, 0.5, -0.1], [0.6, 0.5, 0.0], [-0.2, -0.4, 0.3], [0.5, -0.4, 0.3], [-0.3, 0.0, 0.3], [0.8, -0.5, 0.4], [-0.3, 0.2, 0.0], [0.2, -0.1, -0.1], [0.2, 0.6, 0.4], [0.7, 0.2, 0.7], [0.2, -0.3, -0.2], [0.0, 0.0, -0.2], [0.1, -0.8, 0.4], [-0.9, 0.4, -0.2], [-0.3, -0.5, 0.2], [0.1, 0.7, 0.4], [-0.2, 0.3, -0.1], [0.6, 0.1, -0.1], [-0.2, 0.3, -0.3], [0.2, 0.0, -0.4], [0.9, -0.3, 0.5], [-1.3, 0.1, 0.3], [0.0, -0.5, -0.3], [-0.3, -0.6, -0.5], [-0.4, -0.5, 0.0], [-0.2, 0.7, -0.1], [-1.1, 0.6, 0.3], [0.2, 0.0, -0.4], [-0.1, -0.2, 0.2], [0.2, 0.9, 0.8], [-0.3, -0.2, -1.1], [0.1, 0.2, 0.3], [-0.1, -0.2, 0.4], [0.1, 0.4, 0.5], [0.0, -0.2, 0.2], [-3.1, 0.0, 0.0], [1.6, -0.6, 0.9], [-0.6, 1.3, -0.8], [0.9, -1.8, -0.6], [0.4, 0.0, 0.7], [0.2, 0.1, -0.7], [-1.1, 0.6, 1.2], [0.7, 0.3, -0.9], [-1.1, -0.9, 0.7], [1.1, -1.0, 0.4], [1.2, 0.7, -0.7], [-1.0, -0.3, 1.3], [0.3, 1.1, 0.5], [0.4, -0.3, -0.9], [1.0, -0.4, 0.1], [-2.5, -1.3, 0.2], [1.3, -0.4, 2.4], [0.2, -0.5, 0.1], [0.5, 0.2, 0.0], [1.6, 0.0, -0.7], [-0.1, 0.1, -0.4], [-0.1, 0.8, -0.2], [0.8, -0.5, 0.9], [-0.9, 0.2, -0.1], [-0.2, 0.2, 0.8], [-0.6, 0.3, -0.1], [0.8, -0.4, -0.6], [0.3, 0.1, 0.1], [0.3, 0.2, 0.0], [0.1, -0.2, 0.1], [0.2, 0.4, -0.2], [-0.6, 0.1, 0.6], [0.7, 0.1, -1.0], [-0.3, 0.1, 0.1], [0.0, -0.2, -0.1], [0.1, -0.1, 0.1], [-1.3, 0.5, -0.5], [-0.8, 0.7, 0.8], [-0.4, -0.8, 0.4], [0.4, 0.0, -0.2], [-0.1, -0.2, -0.7], [-0.6, -0.6, -0.7], [0.1, -0.6, -0.2], [0.4, 0.4, -0.5], [-0.4, -0.1, -0.1], [-0.2, 0.4, 0.7], [0.2, 0.1, -0.1], [-0.7, -0.1, 0.4], [1.5, 0.7, -0.7], [0.2, -0.3, 0.1], [-0.8, 0.3, -1.0], [-0.4, 0.7, 0.0], [0.5, 0.7, -0.7], [-0.5, -0.2, -1.6], [1.0, 0.3, -0.1], [-0.6, 0.1, 0.5], [0.7, 0.7, 1.8], [-1.3, -0.2, -1.4], [-0.2, 0.2, 0.3], [2.2, 0.4, -1.0], [0.3, -0.6, 0.2], [-0.6, 0.0, 1.0], [0.2, 0.2, 0.6], [-0.4, -0.2, 0.7], [-0.8, -0.1, -0.4], [0.0, -0.3, -0.4], [1.6, -0.3, -2.8], [1.3, 0.1, 1.1], [-0.6, 0.4, -0.6], [-2.4, 0.2, -1.5], [0.9, 1.0, -0.5], [0.7, -0.1, 0.5], [0.4, -0.8, 1.2], [0.6, -0.7, 2.2], [-1.6, 0.7, 1.0], [-0.6, -0.8, 0.0], [-0.4, 0.4, -0.5], [-0.1, -0.3, -0.1], [0.1, 0.0, 0.2], [-0.3, -0.8, 1.1], [0.6, 1.5, 0.3], [-0.7, -1.6, -0.3], [1.5, 2.6, -0.2], [-0.1, -0.5, 0.0], [-0.5, -1.6, -0.3], [-1.3, -1.5, 0.4], [-0.1, 0.4, 0.3], [-0.2, 0.0, -0.9], [0.5, 0.3, -0.2], [0.2, 0.2, -0.2], [0.2, 0.9, -1.0], [0.3, 0.1, 1.1], [0.3, -1.8, 0.6], [0.5, 1.5, -0.7], [-0.8, 0.7, 0.6], [0.3, -0.5, -0.5], [0.0, -2.8, -1.1], [0.2, -0.2, 0.0], [-1.1, 1.8, 1.4], [0.2, 0.6, 0.8], [1.9, 1.5, 1.6], [-0.3, -0.2, -1.3], [-1.1, -1.1, -0.5], [1.0, 1.6, -0.1], [-0.3, -1.3, -0.1], [-0.7, 0.7, -1.1], [0.0, -0.4, 0.1], [-0.7, -2.7, -0.3], [1.4, 1.8, 0.8], [-2.1, 0.3, -1.3], [1.1, -0.1, 1.1], [-1.9, 0.9, 0.2], [0.0, 0.9, -1.2], [1.7, 0.6, 0.8], [0.2, -1.1, -0.8], [-1.5, -2.7, 1.0], [0.5, 2.0, 0.4], [0.6, 0.0, -0.7], [1.0, -0.2, -1.1], [0.2, -0.5, -0.1], [0.5, 0.2, -0.1], [-1.2, 0.4, 1.3], [-0.5, -0.9, -3.8], [0.0, -0.1, 1.0], [0.9, 0.5, 2.0], [-0.9, 0.9, 1.0], [-2.8, -2.7, -0.1], [0.7, 1.0, -0.2], [1.0, 0.3, -0.3], [1.8, 0.2, -0.9], [-3.2, -2.3, 1.5], [3.8, 2.8, 0.0], [-0.4, 0.4, 0.1], [-0.4, 1.1, 1.2], [0.1, -0.7, -0.2], [0.0, -0.6, -0.8], [-0.1, 0.4, -0.4]]}

---

{"formula": "C16H17BCl4NO5SiV", "method": "the ωB97M-V functional and the def2-TZVPD basis", "total_charge": -1, "multiplicity": 2, "s2": 0.8004, "orbital_gap_ev": [7.72, 8.35], "relative_energy_kj_mol": 14.7, "species": ["V", "O", "C", "O", "C", "C", "C", "C", "C", "O", "C", "C", "O", "O", "H", "H", "H", "H", "H", "H", "H", "H", "Cl", "Si", "Cl", "Cl", "Cl", "C", "C", "C", "C", "C", "C", "C", "H", "H", "H", "H", "H", "H", "B", "C", "N", "H", "H", "H"], "positions_angstrom": [[-0.186, 1.096, 1.237], [-1.569, -0.955, -1.653], [-0.781, -1.169, -0.776], [-0.639, -0.326, 0.272], [0.219, -2.299, -0.786], [1.567, -1.745, -1.312], [2.472, -2.923, -1.703], [2.992, -3.373, -0.317], [2.171, -2.470, 0.604], [2.168, -1.238, -0.123], [0.693, -2.898, 0.570], [-0.162, -2.502, 1.760], [0.523, -1.888, 2.743], [-1.335, -2.743, 1.816], [-0.208, -3.049, -1.452], [1.479, -0.951, -2.050], [1.911, -3.701, -2.220], [3.278, -2.596, -2.357], [2.853, -4.437, -0.120], [4.049, -3.137, -0.202], [2.569, -2.309, 1.601], [0.617, -3.987, 0.514], [2.316, 0.067, 3.968], [0.421, -0.249, 3.176], [-0.885, -0.170, 4.783], [0.238, 2.874, 2.641], [-4.282, -0.312, 0.127], [-3.665, 1.261, -0.323], [-4.120, 1.797, -1.514], [-3.700, 3.059, -1.905], [-2.835, 3.774, -1.090], [-2.386, 3.220, 0.097], [-2.778, 1.945, 0.515], [-2.203, 1.353, 1.742], [-4.798, 1.219, -2.125], [-4.047, 3.476, -2.841], [-2.496, 4.759, -1.381], [-1.692, 3.773, 0.721], [-2.618, 0.374, 1.972], [-2.228, 2.009, 2.605], [3.296, 2.702, -1.480], [2.003, 2.328, -0.645], [1.046, 2.011, -0.075], [2.912, 2.872, -2.620], [3.775, 3.706, -1.004], [4.042, 1.751, -1.392]], "atomic_forces_ev_per_a": [[-0.8, 0.8, 0.2], [0.1, -0.3, -0.1], [0.0, 0.8, 0.8], [0.0, -0.8, -0.8], [-0.1, -0.1, -0.2], [0.0, 0.1, -0.1], [0.0, 0.0, -0.1], [0.0, 0.0, 0.0], [0.1, 0.1, 0.1], [0.0, 0.0, 0.1], [0.0, -0.3, 0.0], [0.0, 0.3, -0.2], [0.0, 0.3, 0.2], [0.0, -0.1, 0.1], [0.1, 0.0, 0.0], [0.0, 0.0, 0.0], [0.0, 0.0, 0.0], [0.0, 0.0, 0.0], [0.0, 0.0, 0.0], [0.0, 0.0, 0.0], [0.0, 0.0, 0.0], [0.0, 0.0, 0.0], [-0.2, -0.1, -0.1], [0.2, -0.4, 0.3], [0.1, 0.0, -0.1], [0.3, -0.2, 0.0], [0.1, 0.1, 0.0], [-0.2, -0.2, 0.0], [0.0, 0.1, 0.0], [0.0, 0.0, 0.0], [0.0, 0.0, 0.0], [0.1, 0.1, 0.0], [0.0, -0.1, 0.0], [0.1, -0.1, 0.0], [0.0, 0.0, 0.0], [0.0, 0.0, 0.0], [0.0, 0.0, 0.0], [0.0, 0.0, 0.0], [0.1, 0.0, 0.0], [0.0, 0.0, 0.0], [-0.2, 0.0, 0.1], [0.1, 0.0, -0.2], [0.2, 0.1, 0.0], [0.0, 0.0, 0.0], [0.0, 0.0, 0.0], [0.0, 0.0, 0.0]]}